Record 1
Computed, not measured: the ion C32H33N2O2 with charge +1, with ωB97M-V/def2-TZVPD.

Summary:
- E_tot (eV) = -40787.754
- total charge = +1
- structure (SMILES) = CCOC(=O)[C@@H]([C@H](/C=C/N(Cc1ccccc1)Cc1ccccc1)c1ccccc1)[n+]1ccccc1
- HOMO-LUMO gap (eV) = 6.259

Geometry (Å):
C: 3.00 1.73 6.35
C: 2.54 0.34 6.68
O: 1.21 0.24 6.08
C: 0.67 -0.99 6.22
O: 1.35 -1.92 6.65
C: -0.77 -1.11 5.79
C: -0.83 -1.63 4.37
C: -0.36 -0.51 3.49
C: 0.89 -0.40 2.93
N: 1.53 0.78 2.76
C: 2.79 0.93 2.00
C: 3.80 -0.16 2.25
C: 4.85 -0.33 1.34
C: 5.77 -1.36 1.51
C: 5.64 -2.24 2.59
C: 4.61 -2.06 3.52
C: 3.73 -0.98 3.38
C: 0.95 2.01 3.34
C: -0.34 2.48 2.71
C: -1.49 2.61 3.50
C: -2.70 2.98 2.91
C: -2.75 3.28 1.54
C: -1.58 3.22 0.77
C: -0.37 2.83 1.36
C: -2.25 -2.12 4.07
C: -2.60 -3.41 4.49
C: -3.94 -3.78 4.53
C: -4.91 -2.89 4.04
C: -4.54 -1.66 3.50
C: -3.20 -1.27 3.51
N: -1.58 -1.87 6.83
C: -1.09 -2.95 7.48
C: -1.83 -3.55 8.49
C: -3.19 -3.27 8.61
C: -3.74 -2.33 7.73
C: -2.91 -1.59 6.92
H: 3.95 1.95 6.84
H: 3.14 1.85 5.27
H: 2.27 2.46 6.70
H: 3.19 -0.44 6.28
H: 2.44 0.18 7.76
H: -1.22 -0.10 5.81
H: -0.15 -2.50 4.29
H: -1.11 0.24 3.24
H: 1.41 -1.30 2.57
H: 3.21 1.91 2.26
H: 2.56 0.98 0.92
H: 4.91 0.37 0.49
H: 6.58 -1.48 0.79
H: 6.35 -3.07 2.72
H: 4.47 -2.74 4.36
H: 2.97 -0.80 4.14
H: 0.81 1.83 4.41
H: 1.71 2.81 3.23
H: -1.43 2.40 4.57
H: -3.60 3.05 3.52
H: -3.69 3.57 1.08
H: -1.60 3.48 -0.28
H: 0.56 2.80 0.78
H: -1.82 -4.11 4.81
H: -4.22 -4.74 4.95
H: -5.96 -3.18 4.07
H: -5.27 -0.99 3.06
H: -2.91 -0.30 3.10
H: -0.09 -3.27 7.21
H: -1.32 -4.25 9.15
H: -3.81 -3.77 9.36
H: -4.82 -2.18 7.63
H: -3.27 -0.82 6.24

---

Record 2
Computed, not measured: a structure of composition CH8N3P3, with ωB97M-V/def2-TZVPD.

Summary:
- E_tot (eV) = -33498.141
- HOMO-LUMO gap (eV) = 5.827

Geometry (Å):
C: 0.54 -1.19 -0.06
N: -1.77 0.38 2.00
N: 1.06 0.02 0.10
N: -0.21 -1.40 -1.08
P: -0.81 1.55 2.33
P: 0.55 1.46 -0.81
P: -0.75 -0.43 -2.36
H: 0.55 -2.01 0.77
H: 1.77 0.12 0.70
H: -0.65 -2.36 -1.19
H: -0.04 0.98 3.64
H: 1.52 1.23 -1.68
H: 1.42 2.45 -0.12
H: -2.40 0.76 1.00
H: -0.79 -1.57 -3.24

---

Record 3
Computed, not measured: the molecule C13H18Si, with ωB97M-V/def2-TZVPD.

Summary:
- E_tot (eV) = -21649.914
- structure (SMILES) = C[Si](C)(C)C1(C2=CC=CC2)C=CC=C1
- HOMO-LUMO gap (eV) = 9.065

Geometry (Å):
C: 2.32 -0.61 0.72
Si: 0.50 -1.18 0.69
C: 0.31 -2.54 -0.64
C: 0.01 -1.89 2.38
C: -0.65 0.34 0.29
C: 0.05 1.17 -0.91
C: 0.91 2.19 -0.84
C: 1.25 2.62 -2.18
C: 0.59 1.87 -3.07
C: -0.24 0.86 -2.34
C: -2.02 -0.15 0.03
C: -2.81 0.19 1.06
C: -2.06 0.99 1.99
C: -0.80 1.12 1.53
H: 2.98 -1.47 0.67
H: 2.56 0.05 -0.11
H: 2.56 -0.08 1.64
H: 0.95 -3.38 -0.39
H: -0.71 -2.91 -0.69
H: 0.59 -2.20 -1.63
H: 0.25 -1.19 3.18
H: -1.05 -2.10 2.44
H: 0.54 -2.81 2.58
H: 1.31 2.65 0.05
H: 1.92 3.43 -2.39
H: 0.62 1.94 -4.14
H: -1.31 0.97 -2.57
H: 0.04 -0.16 -2.60
H: -2.28 -0.74 -0.84
H: -3.85 -0.05 1.18
H: -2.46 1.40 2.90
H: 0.01 1.66 1.98

---

Record 4
Computed, not measured: the molecule C4H6N2O, with ωB97M-V/def2-TZVPD.

Summary:
- E_tot (eV) = -9271.579
- structure (SMILES) = [H]/N=C(\C#N)OCC
- HOMO-LUMO gap (eV) = 11.358

Geometry (Å):
H: 3.09 -1.06 0.44
N: 2.20 -1.25 -0.01
C: 1.48 -0.22 -0.15
C: 1.88 1.12 0.32
N: 2.23 2.15 0.70
O: 0.31 -0.21 -0.82
C: -0.91 -0.69 -0.20
C: -1.89 0.48 -0.05
H: -1.31 -1.44 -0.88
H: -0.68 -1.18 0.75
H: -1.95 1.01 -1.01
H: -2.90 0.12 0.19
H: -1.57 1.19 0.71

---

What is the formula in the fourth record?
C4H6N2O